[1]
Here is 2 unconnected molecules or ions with the total composition C4H12N2O2 in a non-equilibrium geometry from the OMol25 dataset. Energies are from wB97M-V/def2-TZVPD.

```
20
C4H12N2O2, DFT wB97M-V/def2-TZVPD
C 0.6329 1.7746 -1.7981
C 0.7673 0.9462 -0.5532
O 0.9716 -0.3810 -0.7980
C 0.6791 1.4266 0.6947
N 0.5594 2.7819 1.0268
H 1.4239 2.5222 -1.8658
H 0.7015 1.1271 -2.6686
H -0.3269 2.2923 -1.8262
H 0.9705 -0.9104 0.0708
H 0.7261 0.7562 1.5415
H 0.2259 3.3604 0.2682
H 0.0348 2.9441 1.8750
C -1.5502 -2.1565 -0.0013
N -0.9545 -2.1106 1.3087
O 0.5619 -2.0910 1.2151
H -2.6137 -1.9465 0.1001
H -1.4033 -3.1161 -0.5214
H -1.1124 -1.3669 -0.6193
H -1.1515 -2.9699 1.8260
H 0.8577 -2.8826 0.7251
```

As for the HOMO-LUMO gap: 7.5 eV. The total charge is 0. As for the SMILES: C/C(O)=C\N.CNO.

[2]
Here is a molecular structure, C37H32N2O2PS3W from the OMol25 dataset. Energies are from wB97M-V/def2-TZVPD.

```
78
C37H32N2O2PS3W, DFT wB97M-V/def2-TZVPD
W -0.5804 0.4447 0.0618
C 1.5851 -3.6928 4.3015
C 2.7681 -3.0431 3.9710
C 2.7749 -2.0749 2.9824
C 1.5960 -1.7532 2.3098
C 0.4131 -2.4009 2.6526
C 0.4069 -3.3688 3.6457
P 1.6067 -0.5524 0.9544
C 2.8483 0.6968 1.4173
C 2.8775 1.2286 2.7038
C 3.7602 2.2525 3.0090
C 4.6117 2.7538 2.0335
C 4.5788 2.2299 0.7483
C 3.6975 1.2079 0.4401
C 2.3202 -1.3838 -0.4845
C 3.4999 -2.1106 -0.5274
C 3.8748 -2.7183 -1.7183
C 3.0541 -2.6136 -2.8335
C 1.8655 -1.8901 -2.7944
C 0.9701 -1.8607 -3.9481
C -0.1690 -1.1794 -3.9109
C -0.5902 -0.3175 -2.7515
C 0.2750 -0.4323 -1.4751
C 1.5077 -1.2377 -1.6106
H 1.5819 -4.4439 5.0795
H 3.6846 -3.2862 4.4912
H 3.6944 -1.5506 2.7515
H -0.5113 -2.1398 2.1493
H -0.5183 -3.8607 3.9146
H 2.2107 0.8457 3.4683
H 3.7843 2.6584 4.0114
H 5.2992 3.5530 2.2745
H 5.2404 2.6164 -0.0151
H 3.6724 0.8078 -0.5663
H 4.1210 -2.2111 0.3522
H 4.7926 -3.2869 -1.7719
H 3.3300 -3.1128 -3.7542
H 1.2474 -2.4288 -4.8263
H -0.8419 -1.1791 -4.7591
H -1.6272 -0.5441 -2.5053
O -3.9666 2.3332 -0.4982
C -3.2025 1.8103 -1.2648
O -2.1461 1.1282 -0.8404
C -3.4045 1.7959 -2.7572
C -4.7116 2.0216 -3.1720
C -5.0479 2.0399 -4.5173
C -4.0662 1.8395 -5.4686
C -2.7532 1.6181 -5.0702
C -2.4042 1.5891 -3.7231
S -0.6622 1.4264 -3.3877
H -5.4597 2.1946 -2.4099
H -6.0723 2.2153 -4.8164
H -4.3123 1.8578 -6.5218
H -1.9769 1.4739 -5.8087
C -0.3349 4.8276 1.3191
C -0.2995 3.3165 1.2842
S 0.4122 2.5765 -0.0838
C -0.7632 2.5806 2.3413
C -1.3998 3.2418 3.5352
S -0.5756 0.8661 2.4446
H -0.0069 5.2520 0.3735
H 0.3071 5.2164 2.1119
H -1.3479 5.1813 1.5133
H -2.3524 3.6951 3.2550
H -0.7594 4.0392 3.9169
H -1.5846 2.5313 4.3371
C -0.9220 -3.3014 -0.2811
C -2.0549 -2.4810 0.2199
N -2.0721 -1.1703 0.4242
C -3.3449 -0.8498 0.8861
C -4.0755 -1.9813 0.9743
N -3.2494 -3.0020 0.5573
H 0.0179 -2.7879 -0.1151
H -1.0230 -3.4932 -1.3522
H -0.8853 -4.2582 0.2396
H -3.6338 0.1650 1.0966
H -5.0896 -2.1526 1.2851
H -3.4893 -3.9769 0.5020
```

As for the HOMO-LUMO gap (alpha / beta): 6.6 / 6.2 eV. The total charge is +1.

[3]
Here is a molecular structure, C18H48CaO22PS6 in a non-equilibrium geometry from the OMol25 dataset. Energies are from wB97M-V/def2-TZVPD.

```
96
C18H48CaO22PS6, DFT wB97M-V/def2-TZVPD
Ca 0.2624 1.5044 -0.9057
P 0.5410 5.1004 -2.0783
O -0.4428 4.0280 -2.5526
O -0.5710 6.1299 -2.1495
O 1.0136 5.1358 -3.5036
O 1.2295 4.4026 -0.9075
O -1.3255 2.9848 2.3933
S -2.1875 3.7907 3.2779
O -3.0221 3.1882 4.3721
O -1.1485 4.8795 3.9518
C -1.4866 5.5733 5.0964
C -0.6360 4.8553 6.1844
C -3.1746 4.9905 2.2022
H -2.5619 5.5932 5.2732
H -1.0784 6.5831 5.0519
H -0.7618 3.7728 6.2064
H -0.9966 5.1481 7.1705
H 0.4371 5.0238 6.0940
H -4.1738 4.6746 1.9023
H -2.6191 5.1851 1.2848
H -3.2136 5.8762 2.8363
O 0.1147 -2.2053 0.0927
S 0.2345 -3.5827 0.6224
O 1.4719 -4.3142 0.4985
O -0.1753 -3.4917 2.1922
C -1.4718 -3.0158 2.4708
C -1.3676 -2.5354 3.9195
C -1.1939 -4.5846 -0.0965
H -2.2136 -3.8050 2.3481
H -1.7777 -2.1081 1.9507
H -2.3473 -2.2903 4.3297
H -0.7902 -1.6156 4.0126
H -1.0325 -3.3577 4.5518
H -1.2207 -5.5317 0.4424
H -0.9414 -4.7396 -1.1455
H -2.1021 -4.0233 0.1228
O 5.8962 0.2109 -3.8585
S 4.7961 -0.4761 -3.1473
O 3.6345 0.2576 -2.6306
O 4.2314 -1.7467 -4.0498
C 5.1643 -2.5182 -4.8583
C 4.9255 -2.2877 -6.4013
C 5.5012 -1.3742 -1.7791
H 4.9618 -3.5723 -4.6685
H 6.1940 -2.2545 -4.6168
H 5.1181 -1.2396 -6.6307
H 3.9140 -2.5037 -6.7451
H 5.5403 -2.8810 -7.0781
H 4.6970 -1.7063 -1.1225
H 6.1643 -0.7554 -1.1746
H 5.9880 -2.2881 -2.1197
O 4.6733 0.8839 3.7027
S 3.3183 1.4336 3.5667
O 2.4262 0.9709 2.4896
O 2.5580 1.1926 5.0709
C 3.3779 1.2483 6.1922
C 2.6613 0.8024 7.4854
C 3.4937 3.3401 3.6044
H 3.6351 2.3074 6.2126
H 4.3177 0.6963 6.2009
H 2.3563 -0.2409 7.5671
H 1.7955 1.4379 7.6710
H 3.3282 1.0037 8.3237
H 4.3183 3.5964 4.2695
H 2.5401 3.7227 3.9681
H 3.7172 3.5896 2.5671
O -3.5372 0.4935 -0.7138
S -4.8691 -0.1662 -0.6702
O -4.9306 -1.5675 -0.2952
O -5.8042 0.7038 0.3691
C -6.7668 -0.0549 1.0883
C -6.1644 -0.7149 2.2839
C -5.7291 0.0474 -2.2326
H -7.3199 -0.7595 0.4672
H -7.5753 0.5859 1.4401
H -5.2347 -0.2186 2.5624
H -5.8667 -1.7515 2.1257
H -6.7496 -0.4651 3.1689
H -5.4761 -0.8270 -2.8321
H -5.3699 1.0063 -2.6062
H -6.7985 0.1186 -2.0339
O -1.8496 -2.1386 -5.8558
S -0.4854 -1.6166 -5.7078
O -0.0392 -0.8571 -4.4979
O 0.5611 -2.9325 -5.8155
C 0.1521 -4.0482 -6.5161
C 1.1470 -5.2274 -6.3795
C 0.1006 -0.8006 -7.3516
H 0.1020 -3.7989 -7.5761
H -0.8606 -4.3642 -6.2659
H 2.1105 -5.1338 -6.8806
H 0.8829 -6.2616 -6.6004
H 1.2876 -5.2635 -5.2992
H 1.1880 -0.7412 -7.3051
H -0.3731 0.1737 -7.4716
H -0.2460 -1.4887 -8.1226
```

As for the HOMO-LUMO gap: 2.8 eV. The total charge is -1.

[4]
Here is a molecular structure, C6H10O from the OMol25 dataset. Energies are from wB97M-V/def2-TZVPD.

```
17
C6H10O, DFT wB97M-V/def2-TZVPD
C -1.6085 -1.1347 -1.1795
C -0.1706 -1.2205 -0.6732
C -0.0207 -0.4342 0.6076
O 1.2951 -0.4963 1.2098
C 1.2702 0.9136 1.3741
C 1.3391 1.6009 0.0622
C 0.0122 1.0929 0.5842
H -1.8829 -0.0975 -1.4058
H -2.3166 -1.5047 -0.4276
H -1.7435 -1.7251 -2.0900
H 0.5229 -0.8139 -1.4183
H 0.1188 -2.2653 -0.4978
H -0.7455 -0.7741 1.3607
H 1.4441 1.3280 2.3597
H 1.4635 2.6804 0.0809
H 1.8454 1.1023 -0.7626
H -0.8230 1.7480 0.8156
```

As for the HOMO-LUMO gap: 10.5 eV. The total charge is 0.

[5]
Here is 2 unconnected molecules or ions with the total composition H4O2 in a non-equilibrium geometry from the OMol25 dataset. Energies are from wB97M-V/def2-TZVPD.

```
6
H4O2, DFT wB97M-V/def2-TZVPD
O 1.7479 0.1193 -0.0543
H 1.0684 -0.4216 -0.4957
H 2.1635 -0.4855 0.5643
O -1.4145 -0.0757 0.0182
H -1.1731 0.8834 0.1366
H -2.3922 -0.0199 -0.1691
```

As for the HOMO-LUMO gap: 12.2 eV. The total charge is 0. As for the SMILES: O.O.

[6]
Here is 8 unconnected molecules or ions with the total composition C28H48O24 in a non-equilibrium geometry from the OMol25 dataset. Energies are from wB97M-V/def2-TZVPD.

```
100
C28H48O24, DFT wB97M-V/def2-TZVPD
C -4.0620 -7.3232 2.3659
C -3.4993 -5.9059 2.7727
C -2.0909 -5.8740 3.3112
O -1.3338 -5.2329 2.4011
C -2.0723 -4.8529 1.3655
O -1.7612 -4.1334 0.4113
O -3.3669 -5.3187 1.5123
H -4.4289 -7.9533 3.1761
H -3.2490 -7.9491 1.9979
H -4.7636 -7.2272 1.5372
H -4.2454 -5.4130 3.3961
H -1.6033 -6.8347 3.4765
H -2.0036 -5.4026 4.2901
C 3.6144 2.3028 -0.9941
C 3.8791 2.2334 0.5015
C 3.9476 3.6125 1.2448
O 3.0532 3.4141 2.3126
C 2.3547 2.2336 2.2106
O 1.3845 1.8815 2.8896
O 2.8462 1.5499 1.1456
H 2.7930 2.9789 -1.2317
H 3.2129 1.3759 -1.4037
H 4.5157 2.5567 -1.5520
H 4.8065 1.6906 0.6844
H 3.6329 4.4101 0.5718
H 4.9322 3.7969 1.6745
C 1.1746 -1.9154 0.2246
C -0.1257 -1.1232 -0.1807
C -0.6151 -0.0105 0.7440
O -1.0583 1.0323 -0.1934
C -0.5751 0.7912 -1.4306
O -0.7071 1.5552 -2.3658
O -0.0234 -0.4862 -1.4279
H 1.3275 -2.5924 -0.6159
H 0.8801 -2.4330 1.1375
H 2.0682 -1.3418 0.4707
H -0.8099 -1.9404 -0.4089
H 0.2644 0.3825 1.2540
H -1.4420 -0.2896 1.3971
C 4.0504 -2.3383 -1.9718
C 5.2725 -1.9685 -2.7713
C 5.3798 -0.4863 -2.9958
O 6.7902 -0.2597 -2.8316
C 7.3523 -1.2218 -2.1455
O 8.4632 -1.2221 -1.6162
O 6.4850 -2.1677 -2.0725
H 4.1629 -2.2943 -0.8885
H 3.7004 -3.3506 -2.1739
H 3.1774 -1.7265 -2.1990
H 5.2102 -2.5873 -3.6664
H 4.7625 0.0139 -2.2496
H 5.0575 -0.1138 -3.9682
C -6.4350 0.8633 5.7929
O -6.3355 -0.0841 4.7008
C -5.9971 0.3537 3.5012
O -5.8216 1.5231 3.1667
O -5.8525 -0.7047 2.7239
C -5.4268 -0.4899 1.3307
H -5.4974 1.4025 5.9279
H -6.5586 0.1595 6.6159
H -7.1852 1.6109 5.5353
H -6.0896 0.2055 0.8157
H -5.3721 -1.4669 0.8506
H -4.3955 -0.1641 1.1945
C -1.2522 3.7435 -4.8369
O -2.5257 4.2995 -4.3654
C -2.6425 5.5912 -4.0332
O -1.6490 6.3089 -3.9158
O -3.8675 6.0031 -3.9006
C -4.9834 5.1514 -3.8250
H -0.4408 3.7381 -4.1091
H -1.0555 4.1627 -5.8236
H -1.4396 2.6791 -4.9780
H -5.8760 5.5630 -3.3540
H -4.7360 4.3113 -3.1760
H -5.2635 4.7292 -4.7901
C 2.5230 -5.3565 1.9737
O 3.4217 -4.7996 1.0699
C 4.2909 -5.6209 0.4642
O 4.2113 -6.8441 0.4231
O 5.1835 -4.8436 -0.0065
C 6.2850 -5.4162 -0.6778
H 1.7512 -4.5869 1.9593
H 2.9135 -5.7256 2.9221
H 1.9659 -6.1962 1.5583
H 6.6082 -6.4268 -0.4282
H 7.1106 -4.7749 -0.3690
H 6.2634 -5.1651 -1.7383
C -2.8587 8.7818 -0.0583
O -2.8170 7.3531 -0.0691
C -1.8435 6.7146 -0.6524
O -0.9278 7.1690 -1.3881
O -2.0294 5.4580 -0.3959
C -0.9889 4.4498 -0.6573
H -2.4951 9.1170 0.9131
H -3.8854 9.1476 -0.0473
H -2.2492 9.2993 -0.7991
H -1.1353 4.0431 -1.6579
H -1.3770 3.6025 -0.0920
H 0.0625 4.6087 -0.4175
```

As for the HOMO-LUMO gap: 9.8 eV. The total charge is 0. As for the SMILES: C[C@H]1COC(=O)O1.C[C@H]1COC(=O)O1.C[C@H]1COC(=O)O1.C[C@H]1COC(=O)O1.COC(=O)OC.COC(=O)OC.COC(=O)OC.COC(=O)OC.

[7]
Here is a molecular structure, C3H6MgO3 in a non-equilibrium geometry from the OMol25 dataset. Energies are from wB97M-V/def2-TZVPD.

```
13
C3H6MgO3, DFT wB97M-V/def2-TZVPD
H 1.7288 -2.1110 -0.1957
O 0.1854 -0.4746 0.0677
Mg 3.9026 0.1267 0.0068
O 2.0169 0.8591 0.0612
C 1.4286 -0.2207 0.1724
O 2.2244 -1.2800 0.0189
C -0.7551 0.6462 -0.0705
C -2.1465 0.0896 0.0464
H -0.5152 1.3597 0.7257
H -0.5631 1.1025 -1.0478
H -2.3352 -0.2965 1.0559
H -2.8544 0.9049 -0.1514
H -2.3172 -0.7059 -0.6896
```

As for the HOMO-LUMO gap: 7.0 eV. The total charge is +2.

[8]
Here is a molecular structure, C3H6FNS in a non-equilibrium geometry from the OMol25 dataset. Energies are from wB97M-V/def2-TZVPD.

```
12
C3H6FNS, DFT wB97M-V/def2-TZVPD
C 0.9358 -0.2968 -0.4488
C -0.3644 0.0507 0.1542
C -1.0778 1.4626 0.0838
H 2.1905 -2.1690 -0.2188
H 0.5389 -2.3738 0.4612
H -0.3000 -0.5337 1.2938
H -0.8255 -0.6565 -0.4288
H -0.8917 1.8474 -0.9229
H -0.9469 2.3509 0.9480
N 1.0821 -1.6406 -0.4886
F -2.5830 1.2422 0.1662
S 2.2419 0.7167 -0.5993
```

As for the HOMO-LUMO gap: 8.0 eV. The total charge is 0.

Which relative energy (zero: lowest compared OMol25 entry of this formula, charge and spin) belongs to each record? In order, 93.7, 23.0, 255.7, 39.9, 3.3, 61.2, 0.0, 103.9 kcal/mol.
Which electronic energy belongs to each record? In order, -11415.1540, -89581.0020, -157218.6873, -8429.5113, -4159.7971, -78951.7534, -14777.7156, -18246.8279 eV.